No. 1
Molecular formula: C45H51BF6LaN12O2PS2Si
Method: DFT, wB97M-V/def2-TZVPD

Properties
Gap between HOMO and LUMO (spin up / spin down) = 5.83 / 7.12 eV
Spin multiplicity = 2
E_tot = -4636.35116 hartree
ΔE to the lowest compared entry with this formula, charge and spin = 14.4 kcal per mole
Charge = -1

```
122
C45H51BF6LaN12O2PS2Si (wB97M-V/def2-TZVPD)
La -0.9606 0.1779 0.7335
C 0.6954 1.7079 -3.2867
C 0.1697 2.6460 -2.1956
N -1.0067 2.0901 -1.5003
C -2.1480 1.8308 -2.3922
C -2.2274 0.3974 -2.9540
N -1.6143 -0.6289 -2.1003
C -0.7562 -1.5533 -2.8599
C 0.4016 -0.7884 -3.5505
N 0.7893 0.3672 -2.7861
H 1.6484 2.1153 -3.6522
H 0.0052 1.7266 -4.1350
H -0.0761 3.6112 -2.6577
H 0.9531 2.8149 -1.4527
H -1.3181 2.8074 -0.8494
H -2.1326 2.5257 -3.2420
H -3.0505 2.0417 -1.8370
H -1.7470 0.3658 -3.9295
H -3.2848 0.1728 -3.1345
H -2.3313 -1.1990 -1.6648
H -1.3295 -2.1030 -3.6207
H -0.3585 -2.2803 -2.1562
H 0.0905 -0.4729 -4.5505
H 1.2353 -1.4835 -3.6907
H 1.5682 0.2005 -2.1678
B -1.1929 1.9726 3.7695
N 0.2864 2.0503 3.2832
C 1.3793 2.3363 3.9959
C 2.4949 2.1834 3.1869
C 1.9695 1.7792 1.9654
N 0.6364 1.6968 2.0246
N -1.4211 0.4759 4.1685
C -1.4438 -0.0679 5.3880
C -1.5116 -1.4478 5.2523
C -1.5172 -1.6515 3.8730
N -1.4628 -0.4837 3.2258
H -1.3228 2.6534 4.7568
H -1.9226 2.2505 2.8486
H 1.2927 2.6303 5.0296
H 3.5317 2.3350 3.4346
H 2.4989 1.5373 1.0573
H -1.4164 0.5592 6.2642
H -1.5435 -2.1908 6.0313
H -1.5349 -2.5780 3.3192
S -0.8344 -2.6698 0.5378
C 0.6459 -3.2932 -0.1791
C 0.6622 -4.6522 -0.5068
C 1.7700 -5.2762 -1.0567
C 1.6999 -6.6760 -1.3829
N 1.6050 -7.7932 -1.6402
C 2.9265 -4.5184 -1.2841
C 2.9222 -3.1705 -0.9756
C 1.8013 -2.5221 -0.4389
S 1.9192 -0.8148 -0.0662
C 4.1238 -5.1250 -1.8103
N 5.0863 -5.6011 -2.2215
H -0.2294 -5.2313 -0.3144
H 3.8223 -2.5972 -1.1560
F -2.9735 1.7780 0.4993
P -4.4225 2.7162 0.5832
F -3.7718 3.5354 1.7797
F -4.9974 1.6258 1.5970
F -4.9751 1.8308 -0.6675
F -5.7629 3.5694 0.6165
F -3.7337 3.7194 -0.4777
O 1.3261 -1.2925 2.8679
H 1.1221 -1.4292 3.8002
H 1.0130 -2.0838 2.4095
C -2.3593 -6.7867 -1.1700
C -3.5200 -5.8826 -1.4931
C -4.8271 -6.3535 -1.4799
C -5.8982 -5.5197 -1.7619
C -5.6875 -4.1854 -2.0854
N -6.8244 -3.3964 -2.3814
C -6.9638 -2.0326 -2.5298
O -7.8004 -1.5617 -3.2774
N -6.1195 -1.2348 -1.7938
C -5.4937 -1.5290 -0.5627
C -6.0116 -2.3760 0.4016
C -5.3088 -2.5201 1.5855
C -4.1198 -1.8329 1.7673
N -3.5989 -1.0471 0.8236
C -4.2894 -0.9032 -0.3008
C -4.3811 -3.7082 -2.1416
C -3.3204 -4.5456 -1.8331
H -2.7039 -7.7511 -0.7983
H -1.7183 -6.3440 -0.4090
H -1.7378 -6.9680 -2.0491
H -5.0168 -7.3928 -1.2360
H -6.9116 -5.9055 -1.7299
H -7.5981 -3.8870 -2.7996
H -6.1836 -0.2562 -2.0355
H -6.9492 -2.8908 0.2383
H -5.6829 -3.1600 2.3728
H -3.5740 -1.9106 2.6943
H -3.8981 -0.2128 -1.0361
H -4.1867 -2.6834 -2.4347
H -2.3113 -4.1458 -1.8604
C 6.7889 3.6208 1.5289
C 5.5879 4.0548 0.9804
C 4.8381 3.2076 0.1812
C 5.2567 1.8963 -0.0978
C 6.4725 1.4800 0.4689
C 7.2265 2.3287 1.2655
Si 4.1768 0.8256 -1.1608
C 4.9911 -0.4285 -2.2531
C 5.9448 -1.3490 -1.7959
C 6.4546 -2.3323 -2.6315
C 6.0169 -2.4280 -3.9457
C 5.0708 -1.5292 -4.4189
C 4.5668 -0.5417 -3.5836
H 7.3708 4.2784 2.1623
H 5.2357 5.0605 1.1763
H 3.9022 3.5682 -0.2354
H 6.8391 0.4777 0.2853
H 8.1616 1.9785 1.6866
H 3.3329 1.7383 -1.9801
H 6.2662 -1.3252 -0.7611
H 7.1703 -3.0486 -2.2477
H 6.3957 -3.2126 -4.5881
H 4.7182 -1.6026 -5.4407
H 3.8217 0.1499 -3.9653
```

***

No. 2
Molecular formula: C26H50O12P2
Method: DFT, wB97M-V/def2-TZVPD

Properties
Gap between HOMO and LUMO = 9.14 eV
E_tot = -2606.42891 hartree
ΔE to the lowest compared entry with this formula, charge and spin = 0.0 kcal per mole

```
90
C26H50O12P2 (wB97M-V/def2-TZVPD)
C 5.9869 2.2481 -0.5097
C 6.3971 0.7868 -0.6400
C 5.3619 -0.0754 -1.3772
C 4.8171 -1.1952 -0.5197
C 4.3784 -2.4185 -1.3195
C 3.0400 -3.0197 -0.8746
C 2.2576 -3.4552 -2.0923
C 1.5405 -2.2913 -2.7784
C 0.3242 -2.6820 -3.6089
C -1.0164 -2.2455 -3.0721
O -0.8900 -0.9267 -2.4932
P -1.9979 -0.3647 -1.5766
O -1.4864 0.1201 -0.3433
O -3.1093 -1.4376 -1.4291
C -3.7473 -1.5072 -0.1320
C -4.7298 -2.6623 -0.1279
C -6.0536 -2.2713 0.4904
O -6.5872 -3.3185 1.3008
O -2.5694 0.7849 -2.4542
P -4.0247 1.5199 -1.9814
C -3.8236 2.9499 -3.0679
O -3.7921 2.2361 -0.5581
H 5.4197 2.5637 -1.3676
H 5.3425 2.3792 0.3410
H 6.8522 2.8751 -0.3933
H 6.5309 0.4137 0.3572
H 7.3562 0.7493 -1.1276
H 4.5574 0.5828 -1.6473
H 5.8340 -0.4729 -2.2594
H 5.5701 -1.4984 0.1848
H 3.9912 -0.8235 0.0598
H 5.1124 -3.2013 -1.2586
H 4.2997 -2.1218 -2.3493
H 3.1855 -3.8338 -0.1864
H 2.5171 -2.2442 -0.3420
H 2.9566 -3.8988 -2.7813
H 1.5333 -4.2198 -1.8402
H 2.2536 -1.8588 -3.4571
H 1.3295 -1.5324 -2.0472
H 0.2923 -3.7576 -3.6401
H 0.4283 -2.3532 -4.6230
H -1.3862 -2.9713 -2.3733
H -1.6726 -2.1686 -3.9178
H -4.2782 -0.5979 0.0585
H -3.0204 -1.6597 0.6352
H -4.8346 -3.0806 -1.1124
H -4.3226 -3.4364 0.4926
H -6.7529 -2.0294 -0.2911
H -5.9451 -1.3936 1.1035
H -6.5229 -3.0325 2.2228
H -4.1444 2.7068 -4.0623
H -2.7680 3.1619 -3.1229
H -4.3123 3.8167 -2.6591
H -3.6351 3.1931 -0.6827
O -4.3148 6.1534 -1.2458
C -3.1991 6.1300 -0.8149
O -2.6882 5.0313 -0.2146
C -1.3518 5.3057 0.3034
C -0.8639 6.4936 -0.5163
C -2.1695 7.2440 -0.8063
H -1.4282 5.5368 1.3637
H -0.7367 4.4235 0.1862
H -0.1136 7.0820 0.0033
H -0.4288 6.1443 -1.4533
H -2.4273 7.9462 -0.0128
H -2.1599 7.7564 -1.7632
O 1.3113 4.9499 1.8916
C 1.2557 3.8177 2.2841
O 0.0882 3.1756 2.4553
C 0.3081 1.8751 3.0474
C 1.7545 1.5326 2.7184
C 2.4064 2.9179 2.7027
H 0.1353 1.9558 4.1243
H -0.3985 1.1760 2.6255
H 2.1998 0.8356 3.4247
H 1.8104 1.0859 1.7241
H 2.7427 3.2247 3.6942
H 3.2262 2.9962 1.9950
O 1.3039 -3.8713 1.9846
C 0.5074 -4.2999 2.7635
O 0.8312 -5.2083 3.7158
C -0.3462 -5.6244 4.4329
C -1.3546 -4.4967 4.2341
C -0.9738 -3.9833 2.8446
H -0.6909 -6.5692 4.0089
H -0.0850 -5.7831 5.4751
H -2.3884 -4.8241 4.3238
H -1.1839 -3.7138 4.9735
H -1.4840 -4.5291 2.0506
H -1.1372 -2.9174 2.7275
```

***

No. 3
Molecular formula: C5H33NO13
Method: DFT, wB97M-V/def2-TZVPD

Properties
Gap between HOMO and LUMO (spin up / spin down) = 8.98 / 4.58 eV
Spin multiplicity = 2
E_tot = -1242.80847 hartree
ΔE to the lowest compared entry with this formula, charge and spin = 30.5 kcal per mole
Charge = +1

```
52
C5H33NO13 (wB97M-V/def2-TZVPD)
C 1.2376 1.7547 -1.5833
N 0.1608 1.0869 -0.9994
C -0.2019 -0.1969 -1.6408
C -0.6333 0.0730 -3.0945
C -0.5046 1.5204 0.2101
C -2.0059 1.2101 0.3038
O -2.3215 1.3092 1.6483
O 1.7366 2.7000 -1.0124
H 1.5176 1.3337 -2.5808
H 0.7281 -0.7762 -1.5730
H -1.0865 -0.6759 -1.1869
H -1.5960 -0.3734 -3.4339
H 0.0529 -0.2813 -3.8726
H -0.8657 1.1596 -3.1001
H -0.0177 1.0029 1.0583
H -0.2227 2.5482 0.4146
H -2.6406 1.8435 -0.3516
H -2.2596 0.2079 -0.0453
H -1.5876 1.5189 2.2858
H 2.8887 1.1171 1.7306
H 2.7983 0.2048 3.0658
O 3.0748 0.2576 2.1411
H -4.8052 -1.1488 -1.1336
H -3.5347 -1.7674 -1.6406
O -4.1058 -0.9980 -1.7792
H 3.0172 0.4128 -1.4388
H 3.6048 -0.9656 -0.9946
O 3.3230 -0.4334 -1.7531
H -3.2111 2.6185 -2.6729
H -3.3817 1.0814 -2.2338
O -3.8185 1.9003 -2.4831
H -1.6339 -0.8856 3.6267
H -1.8330 -0.9703 2.0803
O -1.4663 -1.4151 2.8444
H 1.7241 -3.3169 -0.7621
H 1.4227 -2.8099 -2.0863
O 1.0331 -3.4247 -1.4468
H 2.9840 -1.8260 1.0075
H 3.3592 -3.1504 0.2068
O 2.9385 -2.2821 0.1572
H 0.0662 -2.6574 3.6404
H 1.5804 -2.3257 3.3654
O 0.9744 -2.7676 3.9506
H -0.0807 2.5491 3.8129
H 0.6061 2.2376 2.4988
O -0.1483 1.9184 3.0807
H 2.3754 3.5872 1.5917
H 1.6237 2.6258 0.7088
O 1.8970 2.7478 1.6542
H -0.8324 -2.6255 -1.4934
H -1.3219 -4.0241 -1.9117
O -1.6282 -3.1438 -1.6822
```

***

No. 4
Molecular formula: C22H19F6N6O4S3SiV
Method: DFT, wB97M-V/def2-TZVPD

Properties
Gap between HOMO and LUMO (spin up / spin down) = 6.63 / 6.59 eV
Spin multiplicity = 3
E_tot = -4506.52073 hartree
ΔE to the lowest compared entry with this formula, charge and spin = 0.0 kcal per mole

```
62
C22H19F6N6O4S3SiV (wB97M-V/def2-TZVPD)
V -0.7237 -0.8686 1.0302
N -3.9469 -2.9074 -1.1048
C -3.1702 -2.1198 -0.3321
S -2.1105 -2.8693 0.8019
N -3.3164 -0.8191 -0.5088
N -2.4520 -0.1092 0.2626
C -2.7603 1.0954 0.5661
C -1.7788 1.8761 1.3131
C -2.0473 3.1685 1.7305
C -1.0557 3.8742 2.3922
C 0.1712 3.2707 2.6026
C 0.3573 1.9677 2.1710
N -0.5943 1.2742 1.5486
H -3.9830 -3.8933 -0.9233
H -4.6915 -2.4766 -1.6260
H -3.7050 1.5214 0.2480
H -3.0142 3.6069 1.5276
H -1.2403 4.8849 2.7312
H 0.9778 3.7836 3.1058
H 1.2933 1.4519 2.3267
F 3.7501 -2.6781 2.0659
C 3.1625 -2.0809 3.0945
F 3.8751 -1.0248 3.4632
F 3.0631 -2.9301 4.1068
S 1.4799 -1.5559 2.5646
O 1.6720 -0.6417 1.4503
O 0.7281 -2.7311 2.1979
N 0.9707 -0.8104 3.8436
S -0.5535 -0.7864 4.2664
O -0.8055 0.3164 5.1284
O -1.4512 -0.9921 3.1309
C -0.7942 -2.2914 5.3199
F -1.9602 -2.1848 5.9476
F 0.1843 -2.3540 6.2175
F -0.7896 -3.3934 4.5872
N 0.7147 -2.6669 -1.0301
C 0.0519 -1.6224 -0.7535
H 0.7530 -3.3146 -0.2328
C 3.5949 -1.2657 -5.1188
C 2.3138 -1.3427 -5.6411
C 1.2149 -1.1542 -4.8125
C 1.3746 -0.8845 -3.4542
C 2.6734 -0.8239 -2.9441
C 3.7739 -1.0076 -3.7654
Si -0.1154 -0.5807 -2.3712
C -0.2801 1.2742 -2.0917
C -1.4197 1.9710 -2.4973
C -1.5139 3.3482 -2.3458
C -0.4604 4.0592 -1.7870
C 0.6862 3.3880 -1.3843
C 0.7709 2.0115 -1.5394
H 4.4538 -1.4149 -5.7609
H 2.1662 -1.5538 -6.6927
H 0.2182 -1.2215 -5.2345
H 2.8345 -0.6578 -1.8839
H 4.7725 -0.9609 -3.3493
H -1.3327 -1.0289 -3.0860
H -2.2510 1.4274 -2.9329
H -2.4066 3.8680 -2.6726
H -0.5292 5.1343 -1.6738
H 1.5172 3.9371 -0.9586
H 1.6833 1.5086 -1.2334
```

***

Question: What is the formula in the second record?
Answer: C26H50O12P2